(1)
Computed, not measured: C24H52AsBF6O12PtS6 as an isolated structure at a distorted geometry, with wB97M-V/def2-TZVPD.

Output
- ⟨S²⟩: 3.7543
- Total charge: +1
- Spin multiplicity: 4

XYZ file:
```
103
Properties=species:S:1:pos:R:3:lowdin_charge:R:1
Pt 17.657 -17.091 12.459 1.601
B 19.929 -16.473 12.710 -0.390
H 19.226 -15.684 12.492 -0.013
H 19.561 -17.403 12.305 -0.050
H 20.852 -16.188 12.230 0.012
H 20.182 -16.483 13.759 -0.021
As 17.142 -14.798 15.753 0.960
F 17.264 -16.143 16.999 -0.284
F 17.511 -16.061 14.469 -0.372
F 16.967 -13.613 14.456 -0.255
F 16.736 -13.572 17.018 -0.263
F 18.868 -14.530 15.796 -0.232
F 15.403 -15.247 15.581 -0.274
C 14.281 -18.832 8.132 -0.259
C 13.713 -20.038 8.884 -0.162
C 13.792 -19.707 10.445 -0.156
S 14.070 -17.872 10.585 0.708
O 15.490 -17.722 10.823 -0.392
O 13.102 -17.192 11.390 -0.308
C 13.752 -17.601 8.765 -0.216
H 14.043 -18.777 7.070 0.128
H 15.370 -18.845 8.195 0.095
H 14.283 -20.901 8.540 0.111
H 12.677 -20.274 8.645 0.112
H 14.582 -20.145 11.056 0.064
H 12.826 -19.918 10.902 0.099
H 14.152 -16.672 8.359 0.093
H 12.667 -17.599 8.663 0.114
C 17.613 -15.075 7.535 -0.194
C 19.122 -14.790 7.661 -0.215
C 19.878 -15.750 8.557 -0.156
S 18.622 -17.006 9.110 0.748
O 18.137 -16.634 10.367 -0.420
O 19.031 -18.402 8.946 -0.304
C 17.365 -16.575 7.836 -0.160
H 17.252 -14.644 6.602 0.124
H 17.057 -14.490 8.267 0.078
H 19.225 -13.755 7.989 0.117
H 19.430 -14.814 6.616 0.118
H 20.310 -15.215 9.403 0.110
H 20.673 -16.240 7.995 0.112
H 16.401 -17.023 8.077 0.072
H 17.544 -17.167 6.939 0.115
C 15.537 -11.844 11.015 -0.185
C 14.386 -12.105 11.972 -0.178
C 14.367 -13.623 12.383 -0.150
S 15.631 -14.429 11.265 0.761
O 14.964 -14.818 10.033 -0.296
O 16.436 -15.388 12.035 -0.465
C 16.611 -12.981 11.016 -0.198
H 16.003 -10.871 11.170 0.122
H 15.140 -11.830 10.000 0.114
H 13.485 -12.008 11.367 0.111
H 14.238 -11.558 12.903 0.123
H 13.403 -14.129 12.320 0.108
H 14.668 -13.646 13.430 0.082
H 17.272 -13.162 10.169 0.098
H 17.312 -12.926 11.849 0.108
C 19.621 -22.365 11.296 -0.161
C 18.649 -22.429 12.492 -0.211
C 17.334 -21.713 12.135 -0.174
S 17.831 -20.370 11.027 0.744
O 17.707 -19.104 11.726 -0.461
O 17.196 -20.628 9.728 -0.301
C 19.559 -20.840 10.872 -0.183
H 19.083 -22.943 10.545 0.109
H 20.583 -22.867 11.394 0.122
H 19.098 -21.943 13.358 0.091
H 18.394 -23.451 12.772 0.125
H 16.713 -21.300 12.930 0.096
H 16.836 -22.416 11.468 0.112
H 20.067 -20.320 11.683 0.098
H 19.979 -20.493 9.928 0.100
C 21.633 -18.470 16.130 -0.192
C 20.649 -18.687 17.308 -0.224
C 19.300 -18.459 16.810 -0.266
S 19.237 -19.272 15.238 0.766
O 18.487 -18.504 14.242 -0.445
O 18.723 -20.621 15.595 -0.341
C 21.109 -19.201 14.870 -0.137
H 22.660 -18.702 16.412 0.118
H 21.679 -17.389 15.995 0.116
H 20.841 -17.916 18.055 0.133
H 20.765 -19.703 17.685 0.128
H 19.092 -17.425 16.535 0.091
H 18.518 -18.842 17.466 0.125
H 21.139 -18.571 13.981 0.070
H 21.634 -20.144 14.717 0.107
C 14.147 -18.204 16.675 -0.173
C 12.844 -18.076 15.827 -0.208
C 13.323 -17.887 14.441 -0.224
S 14.884 -18.832 14.127 0.798
O 15.882 -17.975 13.493 -0.450
O 14.420 -20.081 13.463 -0.329
C 15.239 -19.019 15.921 -0.151
H 13.939 -18.590 17.673 0.119
H 14.491 -17.193 16.895 0.096
H 12.084 -17.402 16.222 0.128
H 12.230 -18.971 15.927 0.113
H 13.676 -16.856 14.421 0.095
H 12.597 -17.901 13.628 0.097
H 16.300 -18.810 16.059 0.081
H 14.995 -20.078 16.005 0.105
```

(2)
Computed, not measured: a 4-piece molecular cluster, C24H52FNO overall at a distorted geometry, with wB97M-V/def2-TZVPD.

Output
- Total charge: 0
- Spin multiplicity: 1

XYZ file:
```
79
Properties=species:S:1:pos:R:3:lowdin_charge:R:1
O 0.672 -0.044 0.699 0.099
C 0.497 -1.223 0.677 -0.441
C 0.926 -2.176 -0.448 -0.066
C 0.243 -3.522 -0.110 -0.132
C -0.781 -3.127 1.014 -0.315
C -2.151 -2.793 0.389 -0.115
C -2.655 -1.385 0.685 -0.181
F -3.807 -1.188 -0.086 -0.070
N -0.183 -1.996 1.704 0.076
H 2.004 -2.280 -0.338 0.119
H 0.619 -1.834 -1.433 0.122
H 0.992 -4.226 0.264 0.105
H -0.212 -4.031 -0.957 0.104
H -0.836 -3.985 1.680 0.138
H -2.142 -2.918 -0.691 0.113
H -2.893 -3.479 0.800 0.117
H -1.958 -0.603 0.394 0.109
H -2.944 -1.278 1.729 0.123
H 0.567 -2.301 2.322 0.129
C 4.606 5.935 0.031 -0.114
C 3.258 5.572 -0.586 -0.271
C 2.381 4.717 0.328 -0.228
C 2.972 3.356 0.698 -0.230
C 3.319 2.461 -0.490 -0.262
C 2.108 2.089 -1.342 -0.106
H 5.207 5.049 0.237 0.064
H 5.181 6.573 -0.642 0.068
H 4.470 6.477 0.970 0.074
H 3.419 5.060 -1.539 0.097
H 2.718 6.492 -0.823 0.103
H 1.407 4.574 -0.148 0.102
H 2.185 5.272 1.251 0.109
H 2.257 2.829 1.337 0.105
H 3.870 3.501 1.307 0.100
H 3.772 1.543 -0.104 0.094
H 4.081 2.936 -1.115 0.098
H 1.358 1.592 -0.730 0.045
H 2.400 1.408 -2.144 0.070
H 1.650 2.965 -1.807 0.067
C -6.650 -0.123 -1.430 -0.113
C -6.681 -1.490 -2.106 -0.271
C -6.030 -1.500 -3.488 -0.230
C -6.696 -0.589 -4.521 -0.231
C -8.178 -0.869 -4.766 -0.272
C -8.450 -2.268 -5.311 -0.114
H -7.211 0.622 -1.997 0.064
H -7.089 -0.177 -0.433 0.071
H -5.623 0.229 -1.323 0.064
H -7.714 -1.844 -2.173 0.097
H -6.153 -2.207 -1.472 0.097
H -6.012 -2.527 -3.865 0.100
H -4.983 -1.199 -3.386 0.108
H -6.157 -0.686 -5.469 0.108
H -6.580 0.455 -4.216 0.101
H -8.557 -0.132 -5.479 0.103
H -8.747 -0.719 -3.844 0.097
H -7.915 -2.430 -6.249 0.074
H -9.515 -2.409 -5.505 0.068
H -8.140 -3.043 -4.608 0.064
C 7.067 -0.625 2.778 -0.111
C 6.194 -0.539 4.026 -0.269
C 5.087 -1.591 4.069 -0.228
C 4.076 -1.501 2.926 -0.229
C 3.363 -0.155 2.798 -0.268
C 2.527 0.210 4.021 -0.095
H 6.490 -0.452 1.868 0.063
H 7.861 0.122 2.808 0.069
H 7.535 -1.609 2.698 0.074
H 5.763 0.463 4.101 0.098
H 6.825 -0.664 4.909 0.104
H 4.564 -1.517 5.027 0.102
H 5.543 -2.587 4.053 0.109
H 3.326 -2.290 3.066 0.101
H 4.575 -1.728 1.979 0.101
H 2.698 -0.200 1.936 0.071
H 4.087 0.640 2.598 0.098
H 1.769 -0.552 4.218 0.071
H 2.010 1.157 3.864 0.070
H 3.141 0.315 4.917 0.067
```

no.,total energy (eV)
1,-196365.5659
2,-31987.1047